[1]
The ion C6H9F3O4P with charge -1 in a non-equilibrium geometry, computed with ωB97M-V/def2-TZVPD.

Its SMILES is C=C(C(F)(F)F)C(C)(C)O[P@@](=O)([O-])O. The net charge is -1. The energy above the lowest of the compared OMol25 structures with the same formula, charge and spin comes out at 0.0 kJ/mol. For the total energy, the calculation gives -1176.10298 a.u.

Bonds (Å) are listed after each position.
CARTESIAN COORDINATES (ANGSTROEM)
1 C 0.478 0.558 -1.829  C2 1.330, H15 1.075, H16 1.050
2 C 0.805 0.357 -0.556  C1 1.330, C3 1.524, C7 1.521
3 C 2.125 0.799 0.065  C2 1.524, F4 1.321, F5 1.352, F6 1.373
4 F 2.714 1.656 -0.750  C3 1.321
5 F 2.252 1.388 1.276  C3 1.352
6 F 3.038 -0.226 0.095  C3 1.373
7 C -0.037 -0.642 0.224  C2 1.521, C8 1.538, C9 1.531, O10 1.388
8 C 0.072 -0.275 1.713  C7 1.538, H17 1.082, H18 1.107, H19 1.038
9 C 0.303 -2.110 -0.045  C7 1.531, H20 1.125, H21 1.123, H22 1.051
10 O -1.370 -0.559 -0.154  C7 1.388, P11 1.715
11 P -2.148 0.940 0.145  O10 1.715, O12 1.468, O13 1.490, O14 1.649
12 O -3.231 0.677 1.100  P11 1.468
13 O -1.154 2.016 0.417  P11 1.490
14 O -2.650 1.186 -1.406  P11 1.649, H23 0.942
15 H 1.200 0.941 -2.527  C1 1.075
16 H -0.499 0.391 -2.176  C1 1.050
17 H -0.120 0.789 1.686  C8 1.082
18 H 1.098 -0.410 2.107  C8 1.107
19 H -0.798 -0.540 2.213  C8 1.038
20 H -0.587 -2.680 0.341  C9 1.125
21 H 1.104 -2.350 0.705  C9 1.123
22 H 0.584 -2.340 -1.031  C9 1.051
23 H -3.180 0.434 -1.611  O14 0.942


[2]
A cluster of 2 separate species, C5H13FP2 in total in a non-equilibrium geometry, computed with ωB97M-V/def2-TZVPD.

For the total energy, the calculation gives -980.71221 a.u.

Bonds (Å) are listed after each position.
CARTESIAN COORDINATES (ANGSTROEM)
1 C 1.723 -0.849 0.297  C4 1.502, H9 1.145, H10 1.104, H11 1.179
2 C 1.058 1.566 0.624  C4 1.541, H12 1.063, H13 1.099, H14 1.102
3 C 0.620 0.277 -1.547  C4 1.546, H15 1.104, H16 1.131, H17 1.059
4 C 0.698 0.206 -0.005  C1 1.502, C2 1.541, C3 1.546, C5 1.500
5 C -0.596 -0.284 0.575  C4 1.500, F6 1.450, P8 1.845
6 F -0.561 -0.375 2.021  C5 1.450
7 P -2.622 1.473 -0.175  H18 1.351, H19 1.528
8 P -1.269 -1.808 -0.219  C5 1.845, H20 1.424, H21 1.470
9 H 2.483 -0.538 1.094  C1 1.145
10 H 2.359 -1.313 -0.477  C1 1.104
11 H 1.278 -1.881 0.654  C1 1.179
12 H 1.897 1.945 0.094  C2 1.063
13 H 0.142 2.128 0.391  C2 1.099
14 H 1.116 1.379 1.708  C2 1.102
15 H 1.571 0.597 -2.008  C3 1.104
16 H -0.201 0.915 -1.991  C3 1.131
17 H 0.552 -0.647 -2.059  C3 1.059
18 H -3.282 0.638 -1.008  P7 1.351
19 H -3.799 1.184 0.756  P7 1.528
20 H -2.483 -1.874 0.522  P8 1.424
21 H -0.683 -2.738 0.757  P8 1.470